Here is a 11-piece molecular cluster, C40H65BClNO22P2 overall from the OMol25 dataset. Energies are from ωB97M-V with the def2-TZVPD basis set.

Geometry as XYZ:
```
132
Properties=species:S:1:pos:R:3
N -3.821 0.162 1.807
B -3.899 1.568 1.746
P -2.288 2.570 1.352
O -2.383 2.955 -0.111
P -5.488 2.655 1.932
O -6.645 1.749 1.151
Cl -6.007 2.632 3.952
H -4.298 -0.249 2.592
H -2.873 -0.180 1.717
H -1.171 1.764 1.642
H -2.269 3.763 2.108
H -6.864 2.294 0.391
O -1.109 -0.809 1.175
C -0.236 -0.998 1.981
O 0.342 0.002 2.658
C 1.426 -0.507 3.473
C 1.115 -1.985 3.662
C 0.400 -2.315 2.348
H 2.360 -0.348 2.939
H 1.457 0.054 4.400
H 1.997 -2.582 3.856
H 0.426 -2.122 4.497
H 1.093 -2.594 1.553
H -0.354 -3.087 2.466
O -1.051 3.092 4.205
C -0.436 4.111 4.276
O -1.024 5.307 4.499
C -0.044 6.360 4.419
C 1.293 5.681 4.677
C 1.056 4.290 4.094
H -0.098 6.806 3.424
H -0.280 7.121 5.158
H 2.135 6.211 4.237
H 1.468 5.604 5.751
H 1.284 4.246 3.027
H 1.603 3.514 4.620
O -0.055 -5.112 0.371
C -1.087 -5.702 0.486
O -1.155 -7.047 0.585
C -2.531 -7.471 0.599
C -3.319 -6.253 1.059
C -2.479 -5.107 0.500
H -2.805 -7.786 -0.410
H -2.635 -8.319 1.271
H -4.352 -6.257 0.717
H -3.327 -6.207 2.149
H -2.758 -4.854 -0.524
H -2.512 -4.219 1.123
O -0.664 -3.809 -4.140
C 0.213 -3.164 -3.651
O 1.030 -2.353 -4.373
C 2.053 -1.806 -3.514
C 1.485 -1.896 -2.108
C 0.617 -3.146 -2.193
H 2.962 -2.401 -3.636
H 2.259 -0.783 -3.813
H 2.252 -1.938 -1.337
H 0.857 -1.026 -1.909
H 1.183 -4.053 -1.975
H -0.252 -3.084 -1.547
O 3.843 -1.240 4.832
C 4.329 -0.253 5.300
O 3.589 0.826 5.626
C 4.447 1.905 6.043
C 5.741 1.236 6.483
C 5.792 0.020 5.562
H 4.592 2.575 5.193
H 3.963 2.454 6.848
H 6.607 1.889 6.409
H 5.654 0.909 7.520
H 6.276 0.247 4.610
H 6.267 -0.837 6.030
O -11.732 -0.991 -1.599
C -10.673 -0.447 -1.535
O -10.481 0.833 -1.929
C -9.085 1.175 -1.833
C -8.502 0.194 -0.826
C -9.364 -1.044 -1.060
H -8.636 1.071 -2.824
H -8.993 2.211 -1.516
H -7.435 0.024 -0.958
H -8.658 0.565 0.185
H -8.965 -1.680 -1.851
H -9.514 -1.625 -0.155
O 4.585 1.759 2.290
C 4.602 1.132 1.268
O 4.310 1.659 0.066
C 4.322 0.622 -0.953
C 5.186 -0.484 -0.368
C 4.917 -0.345 1.126
H 3.295 0.299 -1.130
H 4.731 1.012 -1.875
H 4.954 -1.468 -0.772
H 6.239 -0.279 -0.573
H 4.044 -0.918 1.440
H 5.776 -0.614 1.733
O -7.092 5.248 0.043
C -6.448 6.125 0.529
O -7.009 7.207 1.119
C -5.983 8.135 1.515
C -4.713 7.304 1.626
C -4.940 6.238 0.558
H -5.906 8.912 0.750
H -6.268 8.598 2.457
H -3.804 7.888 1.488
H -4.663 6.833 2.610
H -4.596 6.559 -0.426
H -4.491 5.283 0.813
O 4.404 0.818 -3.787
C 5.166 0.392 -4.608
O 5.640 -0.871 -4.569
C 6.615 -1.070 -5.615
C 6.304 0.001 -6.650
C 5.768 1.137 -5.779
H 7.611 -0.955 -5.183
H 6.518 -2.080 -6.006
H 7.165 0.272 -7.257
H 5.518 -0.350 -7.320
H 6.565 1.783 -5.408
H 5.012 1.731 -6.284
O 5.374 -4.006 -7.176
C 4.328 -4.573 -7.077
O 4.224 -5.922 -7.019
C 2.834 -6.312 -7.003
C 2.092 -5.086 -6.500
C 2.950 -3.948 -7.030
H 2.540 -6.591 -8.017
H 2.712 -7.176 -6.355
H 1.056 -5.046 -6.828
H 2.097 -5.072 -5.409
H 2.663 -3.654 -8.041
H 2.938 -3.085 -6.370
```

The lowest unoccupied orbital energy comes out at 0.15 eV. The HOMO energy comes out at -8.1366 eV. The SMILES is NB([PH2]=O)P(O)Cl.O=C1CCCO1.O=C1CCCO1.O=C1CCCO1.O=C1CCCO1.O=C1CCCO1.O=C1CCCO1.O=C1CCCO1.O=C1CCCO1.O=C1CCCO1.O=C1CCCO1.

=====

Here is C2H7NO2S as an isolated structure from the OMol25 dataset. Energies are from ωB97M-V with the def2-TZVPD basis set.

Geometry as XYZ:
```
13
Properties=species:S:1:pos:R:3
C -2.413 1.689 0.359
C 1.281 -0.093 -1.228
N -1.244 1.376 0.233
O -1.887 -1.070 0.628
O 0.041 -0.540 -0.756
S -0.713 -0.223 0.583
H -2.755 2.679 -0.014
H -3.136 0.984 0.764
H -1.033 0.314 3.273
H 1.479 -0.983 -1.878
H 1.928 0.045 -0.286
H 1.019 0.873 -1.826
H -0.576 -0.292 2.950
```

The lowest unoccupied orbital energy comes out at 0.80 eV. The HOMO energy comes out at -9.3136 eV. The value obtained for the relative energy (zero: lowest compared OMol25 entry of this formula, charge and spin) is 410.7 kJ/mol.

=====

Here is C25H20IN5Re as an isolated structure from the OMol25 dataset. Energies are from ωB97M-V with the def2-TZVPD basis set.

Geometry as XYZ:
```
52
Properties=species:S:1:pos:R:3
Re 2.049 0.458 0.142
C 6.015 -0.519 -3.680
C 4.636 -0.362 -3.648
C 4.001 -0.249 -2.422
C 4.741 -0.298 -1.253
C 6.115 -0.466 -1.271
C 6.748 -0.576 -2.498
N 4.009 -0.129 -0.022
N 4.616 -0.333 1.074
C 3.815 -0.180 2.191
C 4.387 -0.386 3.445
C 3.568 -0.325 4.558
C 2.199 -0.080 4.417
C 1.618 0.140 3.171
C 2.434 0.111 2.045
H 6.524 -0.597 -4.632
H 4.064 -0.335 -4.565
H 2.915 -0.155 -2.405
H 6.676 -0.496 -0.347
H 7.822 -0.705 -2.533
H 5.448 -0.590 3.522
H 3.988 -0.471 5.545
H 1.575 -0.051 5.302
H 0.557 0.346 3.097
N -4.943 -1.197 0.088
C -6.238 -0.903 -0.237
C -7.440 -1.588 -0.010
C -8.565 -0.979 -0.487
C -8.531 0.274 -1.169
C -7.360 0.937 -1.384
C -6.181 0.332 -0.904
N -4.891 0.773 -0.983
C -4.173 -0.156 -0.383
C -2.754 -0.062 -0.276
C -1.950 -1.030 0.364
C -0.605 -0.854 0.433
N 0.027 0.236 -0.106
C -0.750 1.164 -0.761
C -2.097 1.053 -0.847
H -4.636 -2.022 0.574
H -7.483 -2.535 0.510
H -9.522 -1.464 -0.344
H -9.461 0.700 -1.520
H -7.321 1.885 -1.904
H -2.373 -1.919 0.811
H 0.025 -1.583 0.925
H -0.229 1.997 -1.209
H -2.681 1.808 -1.355
I 4.088 3.274 0.522
C 2.174 2.467 0.177
H 1.800 2.855 -0.772
H 1.547 2.786 1.014
```

The lowest unoccupied orbital energy (spin up / spin down) comes out at -8.69 / -8.47 eV. As for the expectation value of S²: 0.858. The HOMO energy (spin up / spin down) comes out at -13.2709 / -13.2635 eV. Its net charge is +2. As for the spin multiplicity: 2. The value obtained for the relative energy (zero: lowest compared OMol25 entry of this formula, charge and spin) is 57.4 kJ/mol.

=====

Here is one molecule with the formula C5H7NS from the OMol25 dataset. Energies are from ωB97M-V with the def2-TZVPD basis set.

Geometry as XYZ:
```
14
Properties=species:S:1:pos:R:3
C 0.051 1.116 0.043
C 0.442 -0.094 -0.086
C -1.855 -1.000 -0.002
C -1.337 1.627 0.114
C 1.689 -0.928 -0.157
N -1.941 -2.216 0.113
S -2.760 0.444 -0.101
H 0.793 2.019 0.290
H -1.654 1.977 1.222
H -1.681 2.351 -0.618
H 1.407 -1.958 0.319
H 2.590 -0.603 0.548
H 1.966 -0.890 -1.118
H -2.757 -2.807 0.419
```

The lowest unoccupied orbital energy (spin up / spin down) comes out at 0.29 / 0.29 eV. The HOMO energy (spin up / spin down) comes out at -7.5028 / -7.4990 eV. The value obtained for the relative energy (zero: lowest compared OMol25 entry of this formula, charge and spin) is 479.7 kJ/mol.

=====

Maximum force values, unit eV/Å, following the record order: 2.40, 4.21, 1.36, 6.26.